1.
C5H13NO2 | ωB97M-V/def2-TZVPD

Cartesian coordinates (Å):
C  1.15288  -1.49910  0.59115
C  -0.96860  -0.03600  1.26962
C  0.60004  -2.17653  -0.51758
O  1.16013  -1.95288  1.83743
H  0.62163  -2.75461  1.91176
H  1.73161  -0.59539  0.47159
H  1.31450  -2.31238  -1.33023
H  -0.12622  0.06326  1.94711
H  -1.68230  0.71722  1.59076
H  -1.44709  -1.01264  1.31846
H  -0.16496  -1.31404  -1.07884
H  0.08222  -3.10462  -0.28103
C  0.05693  1.85924  -0.34610
N  -0.12644  2.77899  -1.46782
C  -0.95691  0.72401  -0.49393
O  -0.74183  -0.10619  -1.47421
H  -0.01714  2.27626  -2.34163
H  0.55912  3.52523  -1.44377
H  -1.99058  1.09412  -0.45029
H  -0.12209  2.40751  0.58171
H  1.06511  1.41854  -0.29413

Its LUMO energy (spin up / spin down) is -0.18 / -0.18 eV. The energy above the lowest of the compared OMol25 structures with the same formula, charge and spin is 121.83 kcal per mole. The value obtained for the energy is -403.38246 Ha.



2.
C5H13NO2 | ωB97M-V/def2-TZVPD

Cartesian coordinates (Å):
C  -0.75701  2.10039  -3.09935
C  -0.51917  1.84731  -1.62392
O  -0.66009  2.71694  -0.78324
N  -0.22346  0.56222  -1.29663
C  -0.00744  0.18858  0.10955
C  1.30200  0.76641  0.63184
C  -0.03748  -1.30924  0.23070
H  -0.62562  1.16123  -3.64967
H  -1.77523  2.42373  -3.25896
H  -0.03699  2.82461  -3.48274
H  0.07133  -0.03780  -2.04936
H  -0.81332  0.66643  0.64326
H  1.28691  0.65916  1.72589
H  2.17972  0.23460  0.27724
H  1.35979  1.83330  0.44413
H  -1.05596  -1.73473  0.18209
H  0.29681  -1.66910  1.20046
H  0.48049  -1.88469  -0.54126
O  0.51478  -5.00307  4.49391
H  0.26187  -5.92592  4.56138
H  -0.12576  -4.44412  4.92991

Its LUMO energy is 0.81 eV. Its SMILES is CC(=O)NC(C)C.O. The energy above the lowest of the compared OMol25 structures with the same formula, charge and spin is 10.44 kcal per mole. The value obtained for the energy is -403.55997 Ha.



3.
C5H13NO2 | ωB97M-V/def2-TZVPD

Cartesian coordinates (Å):
C  1.33028  -1.06685  1.72213
C  0.45465  0.17977  1.19286
C  -0.53982  -0.64325  0.22887
N  -1.66935  0.23930  -0.10837
C  -1.53285  1.14397  -1.20319
C  -0.71692  2.44212  -0.67892
O  0.21003  2.83710  -1.32941
H  0.63075  -1.88157  1.92323
H  1.96169  -0.82192  2.39528
H  1.81728  -1.38392  0.72282
H  1.04251  0.81964  0.56281
H  -0.00414  0.58834  2.10132
H  -1.08797  -1.47811  0.72984
H  -0.10524  -0.90442  -0.66701
H  -2.53836  -0.40764  -0.34454
H  -2.51782  1.51415  -1.74047
H  -0.97788  0.87048  -2.04746
H  -0.98535  3.09761  0.14174
O  1.90580  -1.70764  -1.54085
H  2.32088  -1.79723  -0.75546
H  1.00183  -1.63991  -1.30519

Its LUMO energy is 0.68 eV. Its SMILES is CCCNCC=O.O. The energy above the lowest of the compared OMol25 structures with the same formula, charge and spin is 97.25 kcal per mole. The value obtained for the energy is -403.42164 Ha.



4.
C5H13NO2 | ωB97M-V/def2-TZVPD

Cartesian coordinates (Å):
C  -0.23783  2.34387  1.19625
C  -0.91544  1.84172  -0.09273
C  -0.08407  0.86918  -0.90948
N  0.21310  -0.35337  -0.15733
C  0.26808  -1.63069  -0.58154
C  -0.23827  -2.05387  -1.92901
O  0.73663  -2.50106  0.17115
H  0.50037  3.12144  0.99215
H  -0.99223  2.71636  1.87764
H  0.39127  1.57984  1.64913
H  -1.85290  1.30388  0.06761
H  -1.14628  2.74339  -0.66213
H  -0.48974  0.59353  -1.88126
H  0.88296  1.32271  -1.18562
H  0.64327  -0.20087  0.73808
H  -0.54432  -1.23966  -2.58595
H  -1.13504  -2.65810  -1.79527
H  0.54003  -2.64381  -2.39798
O  1.41474  -1.40799  2.51567
H  0.83513  -1.71608  3.19681
H  1.21054  -2.03043  1.77381

Its LUMO energy is 0.86 eV. Its SMILES is CCCNC(C)=O.O. The energy above the lowest of the compared OMol25 structures with the same formula, charge and spin is 7.86 kcal per mole. The value obtained for the energy is -403.56408 Ha.



Q: Among the records above, which one has the highest energy?
A: number 1



Q: What is the energy above the lowest of the compared OMol25 structures with the same formula, charge and spin in the second record?
A: 10.44 kcal per mole